1.
The following is a DFT calculation (ωB97M-V/def2-TZVPD) of the molecule C22H27N3O2.

XYZ file:
```
54
Properties=species:S:1:pos:R:3:lowdin_charge:R:1
C 1.7578 1.6991 1.2797 -0.03
H 1.9540 2.5880 1.8728 0.08
H 2.6984 1.1771 1.1205 0.08
C 0.7663 0.7817 2.0014 -0.35
N 0.5586 -0.4146 1.2119 0.12
C 1.1372 -1.5949 1.4922 -0.49
O 1.8557 -1.7941 2.4496 0.06
C 0.8443 -2.6649 0.4303 -0.04
N 1.1807 -2.1885 -0.8850 -0.04
C 0.2779 -1.5223 -1.6660 -0.51
O -0.9278 -1.5247 -1.5194 0.07
N 0.9672 -0.8954 -2.6672 -0.03
C 0.3329 0.0896 -3.5157 -0.10
C 0.2201 1.4265 -2.8249 -0.20
C 1.1879 2.4074 -2.9972 -0.05
C 1.0952 3.6121 -2.3203 -0.09
C 0.0296 3.8490 -1.4693 -0.10
C -0.9396 2.8747 -1.2925 -0.10
C -0.8414 1.6664 -1.9593 -0.04
H -1.5854 0.8967 -1.8145 0.11
H -1.7788 3.0648 -0.6389 0.10
H -0.0470 4.7908 -0.9465 0.10
H 1.8536 4.3681 -2.4614 0.10
H 2.0130 2.2334 -3.6742 0.11
H 0.9146 0.1717 -4.4378 0.13
H -0.6636 -0.2951 -3.7462 0.13
C 2.3885 -0.8758 -2.4073 -0.10
H 2.9406 -1.2012 -3.2945 0.12
C 2.5457 -1.8568 -1.2337 -0.09
H 3.0669 -1.4074 -0.3821 0.12
H 3.0863 -2.7629 -1.5282 0.12
H 2.7231 0.1359 -2.1412 0.12
H -0.2242 -2.8965 0.4339 0.12
H 1.4198 -3.5644 0.6614 0.14
H -0.0828 -0.3521 0.4350 0.13
C -0.5576 1.5020 2.2526 -0.15
H -0.3412 2.4465 2.7558 0.12
H -1.0142 1.7332 1.2884 0.09
C -1.5378 0.6960 3.1131 -0.13
C -2.0424 -0.5428 2.4250 -0.25
C -1.7576 -1.8046 2.9283 -0.05
C -2.2159 -2.9405 2.2832 -0.09
C -2.9646 -2.8286 1.1241 -0.10
C -3.2599 -1.5748 0.6169 -0.09
C -2.8059 -0.4426 1.2671 -0.05
H -3.0500 0.5339 0.8717 0.11
H -3.8398 -1.4813 -0.2881 0.11
H -3.3157 -3.7143 0.6159 0.10
H -1.9826 -3.9155 2.6866 0.11
H -1.1641 -1.9011 3.8261 0.12
H -1.0484 0.4206 4.0491 0.12
H -2.3887 1.3395 3.3552 0.12
H 1.2044 0.4481 2.9488 0.15
H 1.3567 2.0047 0.3149 0.06
```

Properties
HOMO-LUMO gap   9.4 eV
HOMO level   -8.5941 eV
Energy relative to the best compared isomer or geometry (same formula, charge and spin)   9.88 kJ/mol

---

2.
The following is a DFT calculation (ωB97M-V/def2-TZVPD) of C32H43FN8O3SScSi as an isolated structure.

XYZ file:
```
90
Properties=species:S:1:pos:R:3:lowdin_charge:R:1
Sc 1.4709 -0.2922 0.0945 0.93
O 4.0037 -0.2201 3.2809 0.14
C 3.1624 0.0759 2.4772 -0.56
O 3.1074 -0.3055 1.2227 -0.17
C 2.0043 0.9872 2.8361 -0.18
C 1.9229 1.6426 4.0475 0.04
C 0.8416 2.4816 4.2704 -0.01
C -0.1151 2.6347 3.2772 -0.03
C 0.0347 1.9300 2.0992 -0.14
N 1.0719 1.1167 1.8817 0.02
H 2.7057 1.4874 4.7776 0.14
H 0.7415 3.0111 5.2088 0.13
H -0.9757 3.2734 3.4197 0.12
H -0.6891 2.0045 1.2978 0.08
C 1.8496 3.1082 -0.4175 -0.16
Si 0.4659 2.5024 -1.5335 0.41
C -1.0724 3.5237 -1.1846 -0.16
C 0.9908 2.7582 -3.3115 -0.15
N 0.2292 0.7938 -1.1946 -0.15
C -0.6196 0.0262 -1.9804 -0.33
C -1.5889 0.5026 -2.8822 -0.04
C -2.3438 -0.3600 -3.6659 -0.07
C -2.2085 -1.7388 -3.5693 -0.08
C -1.2844 -2.2621 -2.6744 -0.01
C -0.5446 -1.3704 -1.9443 -0.23
F 0.4359 -1.8869 -1.0768 -0.09
H 2.4262 3.8608 -0.9666 0.05
H 2.5723 2.3557 -0.0911 0.01
H 1.4695 3.5894 0.4865 0.03
H -0.7923 4.5429 -0.9013 0.04
H -1.6670 3.1081 -0.3654 0.01
H -1.7278 3.6053 -2.0554 0.03
H 0.9047 3.8162 -3.5789 0.05
H 0.3873 2.1880 -4.0217 0.03
H 2.0381 2.4783 -3.4604 0.02
H -1.7358 1.5703 -2.9865 0.09
H -3.0608 0.0586 -4.3611 0.12
H -2.8048 -2.4000 -4.1821 0.11
H -1.1159 -3.3259 -2.5645 0.13
C 3.7906 -1.9853 -1.2540 -0.15
N 3.0669 -0.7008 -1.5622 -0.15
C 2.5461 -0.8156 -2.9660 -0.16
N 3.6011 -1.0787 -3.9218 -0.07
C 4.2703 -2.3305 -3.5527 -0.15
N 4.8452 -2.2541 -2.2073 -0.08
C 5.8056 -1.1455 -2.1721 -0.14
N 5.1637 0.1271 -2.5211 -0.08
C 4.1044 0.3898 -1.5724 -0.16
C 4.5828 0.0082 -3.8607 -0.15
H 3.0618 -2.7979 -1.2791 0.13
H 4.2056 -1.9003 -0.2519 0.13
H 2.0378 0.1149 -3.2162 0.11
H 1.8286 -1.6336 -3.0027 0.12
H 5.0659 -2.5342 -4.2690 0.13
H 3.5487 -3.1482 -3.5904 0.13
H 6.6064 -1.3464 -2.8831 0.13
H 6.2333 -1.0711 -1.1721 0.14
H 3.6066 1.3240 -1.8390 0.11
H 4.5142 0.4683 -0.5676 0.13
H 5.3783 -0.1875 -4.5795 0.13
H 4.0958 0.9481 -4.1271 0.13
C -4.2944 -1.0350 -0.4165 -0.08
C -4.2128 -0.2709 0.8963 -0.21
C -2.8055 0.2210 1.2088 -0.15
N -1.8236 -0.8713 1.2984 0.07
C -0.9412 -1.1490 2.2526 -0.79
S 0.4653 -2.0643 1.9384 0.77
N -1.0895 -0.6523 3.5072 0.12
C -2.2439 -0.2292 4.2391 -0.39
O -2.1209 0.6896 5.0045 0.13
C -3.5002 -0.9908 4.0548 -0.18
C -4.6923 -0.3462 4.3773 -0.01
C -5.8941 -1.0236 4.2608 -0.05
C -5.9027 -2.3495 3.8431 -0.06
C -4.7117 -3.0017 3.5500 -0.06
C -3.5076 -2.3234 3.6519 -0.03
H -5.3275 -1.2936 -0.6502 0.08
H -3.7378 -1.9761 -0.3769 0.07
H -3.8982 -0.4476 -1.2461 0.06
H -4.5728 -0.8900 1.7161 0.08
H -4.8612 0.6074 0.8594 0.12
H -2.7812 0.7956 2.1316 0.11
H -2.4578 0.8800 0.4042 0.11
H -1.6816 -1.3936 0.4448 0.11
H -0.2294 -0.5974 4.0366 0.14
H -4.6607 0.6812 4.7170 0.13
H -6.8237 -0.5241 4.5016 0.11
H -6.8421 -2.8811 3.7575 0.11
H -4.7210 -4.0418 3.2509 0.11
H -2.5797 -2.8448 3.4472 0.12
```

Properties
HOMO-LUMO gap   8.0 eV
Charge   +1
HOMO level   -10.9022 eV
Energy relative to the best compared isomer or geometry (same formula, charge and spin)   0.00 kJ/mol

---

3.
The following is a DFT calculation (ωB97M-V/def2-TZVPD) of C14H17Al2BBr3CaF5N4O17 as an isolated structure at a distorted geometry.

XYZ file:
```
64
Properties=species:S:1:pos:R:3:lowdin_charge:R:1
C 1.5077 -0.7081 -3.0402 0.01
C 2.5373 -0.3211 -2.5796 -0.18
O 3.6673 0.2626 -2.1691 0.10
C 3.2956 1.3805 -1.4016 -0.44
O 2.7977 1.2725 -0.3463 0.25
N 3.5705 2.6782 -1.9596 0.07
O 3.3623 2.5830 -3.3668 -0.06
C 2.6216 3.6373 -1.3164 -0.67
O 1.3860 3.7873 -1.6976 -0.15
O 3.0906 4.2422 -0.3921 0.15
H 0.5928 -0.8660 -3.6617 -0.11
H 2.9388 3.3726 -3.6825 -0.07
Ca 1.2570 3.8140 -4.1325 1.65
B -0.0302 3.0100 3.4183 -0.85
O 0.3481 1.7231 2.7989 0.24
C -0.3192 1.6064 1.6574 -0.40
O -0.2443 0.6783 0.9035 0.14
C -1.1798 2.8331 1.4757 -0.40
O -1.9120 3.0539 0.5508 0.13
O -1.0056 3.6457 2.5071 0.24
O -0.6200 2.7989 4.7655 0.26
C 0.1175 3.4481 5.6317 -0.37
O -0.0841 3.4853 6.8209 0.13
C 1.2507 4.1369 4.9083 -0.40
O 2.0998 4.8119 5.4197 0.15
O 1.1533 3.8739 3.6162 0.25
C -2.0003 -2.6273 -5.0672 -1.59
Br -0.3202 -2.6179 -4.0998 0.73
Br -1.9393 -3.7910 -6.6029 0.63
Br -3.4859 -3.0376 -3.9094 0.59
H -2.1549 -1.6227 -5.4370 -0.03
O 0.6949 4.4279 9.3415 0.20
H 0.4543 5.3638 9.4134 0.16
H 1.5984 4.2512 9.6900 0.14
H 0.5608 4.0944 8.4190 0.11
C 4.4063 7.3384 -5.9759 -0.02
C 3.4036 6.5483 -5.2914 -0.19
N 2.6070 5.9329 -4.7438 0.08
H 5.0553 7.8504 -5.2650 0.11
H 5.0355 6.7125 -6.6088 0.10
H 3.9452 8.0957 -6.6101 0.10
F -1.8862 -5.2703 -9.2649 -0.20
Al -1.0904 -6.7491 -9.5066 -0.19
F -2.0993 -8.0537 -9.0595 -0.19
F 0.3456 -6.8176 -8.4517 -0.21
F -0.6031 -6.9075 -11.1166 -0.16
Al -0.1842 -8.2889 -7.4087 0.93
F 0.8863 3.2236 11.2136 -0.69
C -2.2947 -11.5011 -5.0417 -0.68
O -1.4202 -10.8355 -5.5765 -0.06
N -2.3299 -11.7164 -3.6956 0.15
N -3.3063 -12.0829 -5.7473 0.15
H -3.0367 -12.2581 -3.2364 0.10
H -1.5998 -11.3022 -3.1462 0.11
H -3.3107 -11.9443 -6.7409 0.11
H -4.0328 -12.6321 -5.3294 0.09
O -3.4617 4.4345 11.3863 0.00
C -2.6104 3.5377 11.5046 -0.29
C -3.3939 1.9886 11.0575 -0.30
O -2.5527 1.0988 11.1965 0.05
H -2.1919 3.3499 12.5090 0.13
H -1.7102 3.5849 10.8621 0.11
H -3.7888 2.1930 10.0458 0.12
H -4.2952 1.9715 11.6975 0.12
```

Properties
HOMO-LUMO gap   3.0 eV
HOMO level   -7.0330 eV

---

4.
The following is a DFT calculation (ωB97M-V/def2-TZVPD) of the molecule C4H4N2O2 at a distorted geometry.

XYZ file:
```
12
Properties=species:S:1:pos:R:3:lowdin_charge:R:1
C -0.3172 0.2746 0.5282 -0.48
C 0.4710 -1.0828 -0.2098 -0.07
C 0.8593 1.0094 -0.0089 -0.53
C -1.3531 0.6270 -0.6105 -0.01
H -1.8429 0.0601 1.8077 0.27
H 0.6606 -1.9049 0.4399 0.09
H 0.2119 -1.5577 -1.0787 0.07
H 2.1869 -0.3317 -1.3343 0.25
N 1.5658 -0.1333 -0.3021 0.06
N -2.6483 0.5518 -0.8910 0.11
O -0.7425 0.3025 1.7198 0.09
O 0.9485 2.1849 -0.0603 0.15
```

Properties
HOMO-LUMO gap   9.9 eV
HOMO level   -10.2943 eV
Energy relative to the best compared isomer or geometry (same formula, charge and spin)   583.68 kJ/mol